Entry from OMol25: 11 unconnected molecules or ions with the total composition C37H76F12O29S7 (ωB97M-V/def2-TZVPD).

Element x y z (Å)
O (-4.630, -5.996, 2.597)
S (-4.129, -6.392, 1.318)
O (-2.696, -6.543, 1.089)
O (-4.866, -7.845, 0.828)
C (-6.264, -7.943, 1.105)
C (-6.860, -9.323, 1.009)
C (-4.683, -5.281, -0.013)
H (-6.769, -7.337, 0.353)
H (-6.506, -7.438, 2.040)
H (-6.339, -9.990, 1.695)
H (-6.678, -9.643, -0.017)
H (-7.932, -9.263, 1.198)
H (-5.044, -5.941, -0.802)
H (-3.753, -4.790, -0.301)
H (-5.539, -4.686, 0.302)
O (1.407, -4.763, 9.907)
S (2.210, -5.308, 8.800)
O (2.032, -6.615, 8.210)
O (2.218, -4.129, 7.523)
C (2.437, -4.606, 6.163)
C (1.081, -4.670, 5.496)
C (4.058, -5.201, 9.141)
H (2.880, -5.587, 5.993)
H (3.069, -3.942, 5.573)
H (0.687, -3.654, 5.483)
H (0.383, -5.243, 6.106)
H (1.293, -4.917, 4.455)
H (4.557, -6.161, 9.009)
H (4.192, -4.671, 10.084)
H (4.473, -4.542, 8.379)
O (-5.591, 4.799, 1.366)
S (-6.529, 5.628, 2.134)
O (-6.723, 7.051, 1.847)
O (-8.044, 4.979, 1.934)
C (-9.167, 5.628, 2.586)
C (-10.408, 5.653, 1.783)
C (-6.361, 5.387, 4.057)
H (-8.964, 6.609, 3.016)
H (-9.441, 5.008, 3.439)
H (-10.255, 6.181, 0.842)
H (-11.263, 6.106, 2.286)
H (-10.784, 4.661, 1.532)
H (-6.827, 4.429, 4.285)
H (-6.898, 6.196, 4.553)
H (-5.312, 5.348, 4.350)
O (-5.806, -0.084, 7.465)
S (-6.483, -1.177, 6.762)
O (-7.868, -1.454, 7.088)
O (-6.427, -0.810, 5.124)
C (-7.177, -1.646, 4.219)
C (-7.227, -0.810, 2.943)
C (-5.393, -2.727, 6.822)
H (-8.118, -2.043, 4.600)
H (-6.590, -2.554, 4.082)
H (-7.706, 0.120, 3.249)
H (-7.876, -1.271, 2.199)
H (-6.265, -0.559, 2.495)
H (-4.477, -2.298, 7.228)
H (-5.322, -3.125, 5.810)
H (-5.866, -3.386, 7.550)
O (6.358, 4.714, -8.582)
S (7.138, 3.551, -8.156)
O (8.473, 3.681, -7.577)
O (6.318, 2.499, -7.169)
C (4.927, 2.522, -7.347)
C (4.319, 1.663, -6.210)
C (7.204, 2.361, -9.657)
H (4.792, 2.143, -8.360)
H (4.561, 3.545, -7.266)
H (3.246, 1.558, -6.049)
H (4.661, 2.010, -5.235)
H (4.804, 0.697, -6.352)
H (6.440, 1.603, -9.485)
H (8.211, 1.966, -9.792)
H (7.079, 2.993, -10.536)
O (-1.526, -6.162, -3.955)
S (-0.795, -7.155, -4.761)
O (-0.707, -7.125, -6.212)
O (0.612, -7.473, -4.100)
C (0.712, -7.271, -2.709)
C (1.932, -7.873, -2.129)
C (-1.705, -8.748, -4.419)
H (-0.145, -7.794, -2.284)
H (0.680, -6.201, -2.505)
H (2.266, -8.690, -2.770)
H (1.701, -8.554, -1.310)
H (2.808, -7.234, -2.016)
H (-1.318, -9.496, -5.112)
H (-2.769, -8.535, -4.518)
H (-1.491, -9.089, -3.405)
O (8.116, -1.370, -1.956)
S (9.142, -0.414, -2.423)
O (10.414, -0.146, -1.706)
O (9.536, -0.686, -4.011)
C (10.403, 0.164, -4.698)
C (11.434, -0.718, -5.493)
C (8.328, 1.183, -2.641)
H (11.030, 0.671, -3.964)
H (9.748, 0.737, -5.354)
H (10.989, -1.365, -6.249)
H (11.916, -1.417, -4.811)
H (12.163, -0.129, -6.049)
H (8.585, 1.755, -1.750)
H (7.258, 1.002, -2.739)
H (8.657, 1.645, -3.572)
C (-1.397, 1.093, 0.942)
C (-0.967, -0.347, 0.970)
O (0.447, -0.297, 0.850)
C (1.108, -1.342, 0.337)
O (0.727, -2.473, 0.341)
C (2.350, -0.921, -0.482)
F (2.723, -1.978, -1.223)
F (2.040, 0.083, -1.235)
F (3.302, -0.426, 0.297)
H (-2.146, 1.216, 1.725)
H (-1.774, 1.362, -0.045)
H (-0.658, 1.868, 1.142)
H (-1.419, -0.958, 0.189)
H (-1.270, -0.776, 1.925)
C (6.936, 6.857, -3.344)
C (5.579, 6.492, -3.714)
O (4.824, 6.281, -2.492)
C (3.581, 5.708, -2.493)
O (2.921, 5.540, -3.487)
C (3.124, 5.371, -1.055)
F (2.337, 4.323, -1.016)
F (4.152, 5.085, -0.307)
F (2.504, 6.431, -0.559)
H (7.626, 7.199, -4.115)
H (7.460, 6.029, -2.866)
H (6.983, 7.435, -2.421)
H (5.600, 5.525, -4.217)
H (5.017, 7.190, -4.335)
C (-2.430, 0.181, -4.100)
C (-2.072, 1.638, -4.293)
O (-3.151, 2.459, -4.313)
C (-3.066, 3.748, -3.932)
O (-2.085, 4.281, -3.438)
C (-4.341, 4.642, -4.137)
F (-4.936, 4.660, -2.968)
F (-4.014, 5.893, -4.546)
F (-5.292, 4.012, -4.858)
H (-3.180, -0.198, -4.795)
H (-2.798, 0.102, -3.077)
H (-1.448, -0.289, -4.057)
H (-1.752, 1.732, -5.330)
H (-1.154, 1.935, -3.785)
C (-0.722, 8.257, 5.551)
C (0.248, 7.318, 4.924)
O (-0.218, 6.031, 5.313)
C (0.638, 4.990, 5.193)
O (1.754, 5.043, 4.732)
C (0.142, 3.554, 5.780)
F (0.318, 2.647, 4.771)
F (0.970, 3.196, 6.816)
F (-1.064, 3.687, 6.336)
H (-0.454, 9.283, 5.299)
H (-0.867, 8.142, 6.626)
H (-1.703, 8.136, 5.093)
H (1.306, 7.543, 5.054)
H (0.038, 7.373, 3.856)

Calculated values
energy: -7622.756138 Ha
charge: 0
structure (SMILES): CCOC(=O)C(F)(F)F.CCOC(=O)C(F)(F)F.CCOC(=O)C(F)(F)F.CCOC(=O)C(F)(F)F.CCOS(C)(=O)=O.CCOS(C)(=O)=O.CCOS(C)(=O)=O.CCOS(C)(=O)=O.CCOS(C)(=O)=O.CCOS(C)(=O)=O.CCOS(C)(=O)=O

Entry from OMol25: a molecular structure, C37H76In2N4O7 (ωB97M-V/def2-TZVPD).

Element x y z (Å)
In (4.971, -1.435, -1.120)
In (2.151, 0.794, 2.568)
C (1.783, -0.883, -0.187)
O (2.617, 0.123, -0.232)
O (2.101, -1.968, -0.821)
O (0.834, -0.824, 0.671)
C (-2.281, 3.950, 1.721)
C (-0.786, 3.683, 1.453)
C (-0.147, 4.876, 0.732)
C (0.085, 6.114, 1.576)
C (1.006, 5.738, 2.716)
C (0.542, 4.524, 3.511)
N (-0.044, 3.469, 2.686)
O (-0.506, 2.406, 3.431)
C (1.772, 3.964, 4.255)
C (-0.508, 4.940, 4.588)
C (-0.652, 2.465, 0.543)
H (-2.862, 3.770, 0.817)
H (-2.418, 4.957, 2.106)
H (-2.719, 3.239, 2.430)
H (0.880, 4.539, 0.507)
H (-0.638, 4.982, -0.233)
H (-0.848, 6.569, 1.926)
H (0.492, 6.885, 0.922)
H (1.252, 6.577, 3.366)
H (1.991, 5.528, 2.277)
H (2.145, 4.704, 4.957)
H (1.523, 3.070, 4.835)
H (2.488, 3.625, 3.502)
H (-0.513, 4.176, 5.372)
H (-0.222, 5.840, 5.128)
H (-1.522, 4.994, 4.195)
H (0.351, 2.024, 0.533)
H (-0.956, 2.666, -0.484)
H (-1.290, 1.630, 0.857)
H (-1.341, 2.700, 3.850)
C (0.718, -2.493, 4.540)
C (-0.691, -2.666, 3.969)
C (-1.436, -3.469, 5.059)
C (-2.936, -3.579, 4.795)
C (-3.484, -2.172, 4.688)
C (-2.795, -1.283, 3.613)
N (-1.358, -1.417, 3.783)
O (-0.675, -0.548, 2.961)
C (-3.297, -1.735, 2.217)
C (-3.297, 0.136, 3.879)
C (-0.549, -3.595, 2.720)
H (1.217, -3.454, 4.663)
H (0.730, -2.054, 5.537)
H (1.363, -1.917, 3.868)
H (-0.976, -4.445, 5.204)
H (-1.315, -2.955, 6.017)
H (-3.371, -4.142, 5.619)
H (-3.150, -4.142, 3.883)
H (-3.375, -1.633, 5.635)
H (-4.555, -2.145, 4.485)
H (-4.335, -1.432, 2.094)
H (-2.766, -1.210, 1.415)
H (-3.199, -2.810, 2.123)
H (-3.023, 0.865, 3.115)
H (-4.378, 0.119, 3.993)
H (-2.891, 0.492, 4.830)
H (-0.153, -4.535, 3.089)
H (0.033, -3.095, 1.941)
H (-1.510, -3.841, 2.266)
H (-0.542, -1.009, 2.096)
C (0.702, 0.872, -3.217)
C (1.680, 1.495, -4.241)
C (1.048, 2.688, -4.936)
C (2.105, 3.551, -5.620)
C (3.007, 4.166, -4.558)
C (3.267, 3.275, -3.333)
N (2.942, 1.866, -3.623)
O (3.352, 0.998, -2.648)
C (4.753, 3.347, -3.011)
C (2.472, 3.721, -2.065)
C (1.861, 0.421, -5.340)
H (1.096, -0.053, -2.790)
H (-0.200, 0.596, -3.762)
H (0.399, 1.531, -2.398)
H (0.346, 2.428, -5.729)
H (0.466, 3.307, -4.245)
H (1.614, 4.323, -6.209)
H (2.748, 2.977, -6.292)
H (2.524, 5.069, -4.165)
H (3.938, 4.564, -4.958)
H (5.083, 4.376, -2.840)
H (4.995, 2.923, -2.031)
H (5.423, 2.936, -3.763)
H (2.449, 2.907, -1.333)
H (2.934, 4.620, -1.672)
H (1.413, 3.841, -2.300)
H (2.401, -0.495, -5.110)
H (2.357, 0.860, -6.213)
H (0.900, 0.196, -5.808)
H (2.667, 1.054, -1.930)
C (-1.135, -2.540, -4.301)
C (-1.296, -3.366, -3.031)
C (-2.526, -4.269, -3.139)
C (-2.542, -5.431, -2.154)
C (-1.259, -6.240, -2.295)
C (0.012, -5.423, -2.111)
N (-0.088, -4.167, -2.826)
O (1.006, -3.455, -2.773)
C (0.429, -5.115, -0.665)
C (1.181, -6.278, -2.741)
C (-1.501, -2.443, -1.808)
H (-0.751, -3.045, -5.186)
H (-0.371, -1.762, -4.160)
H (-2.048, -1.977, -4.487)
H (-3.410, -3.660, -2.930)
H (-2.723, -4.613, -4.156)
H (-3.393, -6.057, -2.415)
H (-2.664, -5.119, -1.113)
H (-1.289, -6.696, -3.287)
H (-1.238, -7.089, -1.611)
H (0.254, -5.950, 0.013)
H (1.432, -4.722, -0.501)
H (-0.187, -4.295, -0.270)
H (2.054, -5.639, -2.856)
H (1.416, -7.058, -2.020)
H (0.907, -6.742, -3.683)
H (-2.339, -1.791, -2.056)
H (-0.638, -1.846, -1.499)
H (-1.807, -2.961, -0.897)
H (1.030, -2.860, -1.945)

Calculated values
relative energy (zero: lowest compared OMol25 entry of this formula, charge and spin): 0.000 eV
energy: -2579.551142 Ha
charge: +4

Entry from OMol25: 11 unconnected molecules or ions with the total composition C37H76NO17P2S (ωB97M-V/def2-TZVPD).

Element x y z (Å)
C (0.944, 1.339, -1.131)
C (1.158, 1.358, 0.245)
P (1.704, 2.907, 1.219)
C (0.006, 3.702, 0.849)
S (-0.525, 5.001, 2.063)
C (-2.266, 5.313, 1.488)
C (-2.202, 6.111, 0.148)
P (2.836, 3.863, -0.451)
O (3.871, 2.881, -0.999)
O (1.921, 4.329, -1.767)
O (3.623, 5.224, 0.135)
O (3.195, 2.045, 1.532)
C (3.047, 1.293, 2.728)
C (2.083, 2.199, 3.582)
O (1.747, 1.742, 4.919)
N (2.332, 2.629, 5.812)
O (1.567, 3.471, 6.100)
O (0.998, 2.396, 2.755)
H (1.592, 0.805, -1.860)
H (0.110, 1.952, -1.525)
H (0.965, 0.419, 0.808)
H (2.139, 4.071, 1.980)
H (-0.108, 4.102, -0.174)
H (-0.743, 2.890, 0.947)
H (-2.783, 5.846, 2.300)
H (-2.720, 4.324, 1.264)
H (-1.935, 5.395, -0.647)
H (-1.414, 6.881, 0.217)
H (-3.182, 6.560, -0.110)
H (2.455, 4.217, -2.552)
H (3.929, 5.024, 1.019)
H (2.519, 0.339, 2.529)
H (4.003, 1.042, 3.215)
H (2.733, 3.086, 3.756)
C (1.689, -3.361, -1.923)
C (2.410, -2.247, -2.635)
O (1.863, -1.196, -2.868)
C (3.837, -2.493, -3.044)
H (0.674, -3.042, -1.689)
H (1.644, -4.244, -2.563)
H (2.205, -3.602, -0.992)
H (3.885, -3.337, -3.735)
H (4.447, -2.697, -2.162)
H (4.227, -1.609, -3.544)
C (-1.579, -3.353, 2.753)
C (-0.675, -2.179, 2.483)
O (-0.774, -1.527, 1.469)
C (0.356, -1.862, 3.533)
H (-2.273, -3.476, 1.921)
H (-0.983, -4.260, 2.853)
H (-2.152, -3.179, 3.666)
H (1.026, -2.714, 3.665)
H (-0.135, -1.627, 4.478)
H (0.941, -0.999, 3.220)
C (-6.493, 1.865, 1.596)
C (-5.634, 2.698, 0.679)
O (-4.523, 3.044, 1.001)
C (-6.214, 3.084, -0.657)
H (-5.948, 1.664, 2.517)
H (-7.410, 2.405, 1.839)
H (-6.736, 0.916, 1.117)
H (-7.119, 3.678, -0.513)
H (-6.445, 2.188, -1.235)
H (-5.487, 3.680, -1.209)
C (-0.273, -1.791, 8.746)
C (0.670, -1.198, 7.730)
O (0.999, -1.824, 6.749)
C (1.175, 0.195, 8.002)
H (-0.558, -2.794, 8.432)
H (0.219, -1.853, 9.719)
H (-1.171, -1.177, 8.823)
H (1.724, 0.207, 8.945)
H (0.336, 0.893, 8.047)
H (1.846, 0.507, 7.205)
C (3.105, -0.255, -8.137)
C (2.634, -0.820, -6.821)
O (2.870, -1.971, -6.513)
C (1.863, 0.097, -5.916)
H (3.646, -1.023, -8.689)
H (2.248, 0.069, -8.731)
H (3.773, 0.589, -7.961)
H (0.962, 0.430, -6.416)
H (2.481, 0.957, -5.645)
H (1.587, -0.436, -5.009)
C (-1.413, -1.899, -7.906)
C (-1.509, -1.337, -6.512)
O (-0.899, -0.342, -6.193)
C (-2.391, -2.060, -5.530)
H (-0.745, -1.278, -8.502)
H (-1.012, -2.914, -7.871)
H (-2.399, -1.905, -8.375)
H (-2.034, -3.082, -5.391)
H (-3.421, -2.073, -5.893)
H (-2.362, -1.545, -4.571)
C (-2.473, 6.919, -3.455)
C (-3.067, 5.547, -3.643)
O (-3.853, 5.084, -2.849)
C (-2.643, 4.773, -4.865)
H (-2.861, 7.359, -2.539)
H (-1.386, 6.847, -3.376)
H (-2.747, 7.557, -4.298)
H (-1.565, 4.607, -4.844)
H (-2.919, 5.322, -5.767)
H (-3.147, 3.807, -4.872)
C (-0.880, -7.900, 5.143)
C (0.017, -6.723, 4.865)
O (-0.086, -6.078, 3.847)
C (1.048, -6.375, 5.905)
H (-1.572, -8.032, 4.312)
H (-0.282, -8.807, 5.252)
H (-1.455, -7.724, 6.054)
H (1.734, -7.214, 6.043)
H (0.559, -6.131, 6.849)
H (1.618, -5.508, 5.572)
C (5.062, -5.609, 8.407)
C (4.538, -7.007, 8.206)
O (3.809, -7.529, 9.018)
C (4.957, -7.730, 6.953)
H (4.680, -5.213, 9.346)
H (6.152, -5.622, 8.447)
H (4.727, -4.965, 7.592)
H (6.043, -7.837, 6.929)
H (4.617, -7.179, 6.074)
H (4.507, -8.721, 6.941)
C (-2.052, 2.265, -7.643)
C (-2.253, 2.203, -9.133)
O (-1.321, 2.062, -9.893)
C (-3.666, 2.321, -9.645)
H (-0.992, 2.166, -7.416)
H (-2.406, 3.224, -7.259)
H (-2.590, 1.448, -7.161)
H (-4.090, 3.282, -9.348)
H (-4.275, 1.508, -9.248)
H (-3.663, 2.260, -10.732)

Calculated values
relative energy (zero: lowest compared OMol25 entry of this formula, charge and spin): 2.149 eV
energy: -3869.978628 Ha
charge: -1

| no. | maximum force (eV/A) |
| --- | --- |
| 1 | 4.8 |
| 2 | 2.7 |
| 3 | 4.2 |